Record 1
63
Properties=species:S:1:pos:R:3 method="wB97M-V/def2-TZVPD" lumo_energy_ev=0.17 homo_energy_ha=-0.3449 smiles=C[C@@H](Cl)[C@@H](Cl)N(Cl)[C@@H](O)[C@@H](I)OCI.C1CCOC1.C1CCOC1.C1CCOC1 max_force_ev_per_a=0.30
H -3.57 -1.02 -2.06
H 3.24 4.09 -3.43
C -2.41 -6.31 3.40
O -1.98 0.20 -2.24
C 5.72 6.27 -3.41
H 0.16 -4.79 3.51
C -2.61 -1.36 2.04
H -3.76 0.56 -1.23
O -1.30 2.82 -0.05
Cl 3.74 -0.15 -0.16
H -2.35 2.23 -2.09
C -1.01 -5.59 5.16
O -1.83 -5.06 3.01
C -3.63 -0.25 2.23
H -3.43 -6.13 3.78
H 3.22 2.41 -1.30
I -4.46 0.80 -3.79
H 2.73 -0.46 -2.23
H 6.23 6.90 -2.68
I -0.42 2.06 -3.83
C 1.14 0.35 -1.09
H 2.42 2.00 -2.84
H -1.20 0.83 -0.09
C -1.52 1.52 -2.07
C -3.49 -2.50 1.52
H -0.68 -7.42 4.06
H -3.76 0.32 1.29
H 4.10 1.50 -2.54
H -0.09 -5.72 5.72
H 6.61 4.53 -2.44
H -2.18 -1.64 3.01
Cl 1.31 2.19 0.75
C 3.12 1.65 -2.08
H -2.05 -7.53 5.18
H 7.14 4.75 -4.12
C 4.00 4.73 -3.88
H -1.01 3.60 -0.54
H -3.37 0.46 3.02
H 5.81 6.74 -4.39
H 3.59 6.81 -3.36
C 6.29 4.85 -3.44
C -3.36 0.04 -2.10
Cl 0.72 -0.94 0.11
H -0.98 -3.61 4.19
C 4.26 6.00 -3.08
H -3.69 -2.36 0.45
H -1.77 -5.19 5.84
C -0.84 1.68 -0.68
C 2.63 0.33 -1.48
O -4.87 -0.88 2.56
H 3.70 4.96 -4.91
C -4.77 -2.28 2.33
O 5.23 4.01 -3.90
N 0.63 1.65 -0.74
H -4.71 -2.80 3.29
C -0.83 -4.67 3.96
H -2.47 -6.95 2.52
H -3.06 -3.48 1.67
H 0.58 0.04 -1.98
H -1.80 -1.10 1.37
C -1.51 -6.87 4.50
H -5.67 -2.61 1.81
H 4.14 5.81 -2.01



Record 2
66
Properties=species:S:1:pos:R:3 method="wB97M-V/def2-TZVPD" e_above_lowest_ev=3.229 lumo_energy_ev=-0.80 homo_energy_ha=-0.2969 max_force_ev_per_a=8.61
C 7.11 -5.50 1.14
H -0.21 3.43 3.99
H 8.48 -3.14 0.82
C -6.16 0.98 -0.26
C 4.60 -1.82 2.51
H -5.25 6.35 -2.07
O -4.98 5.41 -3.92
O 0.44 -1.26 4.13
P 1.62 -4.13 2.79
O -6.24 1.57 0.82
H 8.18 -2.11 -0.57
H -0.18 3.96 2.18
H -6.89 0.16 -4.33
I -2.59 0.31 1.73
C -4.46 4.22 -3.55
O 5.00 -4.74 0.39
C 0.90 -1.47 2.89
H 6.61 -5.81 2.07
N 1.37 -4.71 1.26
H -7.84 1.35 -3.41
H -2.84 6.75 -2.88
C -7.09 0.56 -3.33
H -5.77 -0.96 -1.19
O 6.76 -3.55 -0.31
H 8.06 -5.07 1.44
H -7.29 -0.82 -0.27
H 8.99 -5.05 -0.82
H -5.42 1.89 -3.33
C 3.28 -2.05 3.50
C -5.81 1.09 -2.70
C -5.00 6.59 -3.10
C -3.69 7.35 -3.23
C 8.14 -3.15 -0.22
C -0.38 0.43 2.05
H 5.58 -2.26 2.97
H 8.65 -3.96 -2.15
H 3.07 -0.98 3.98
H 10.05 -3.66 -1.09
H -5.71 -0.93 0.55
I 2.48 1.84 2.81
H -5.03 0.33 -2.63
H 0.35 -4.27 3.47
O -4.62 3.22 -4.25
H -2.54 4.25 -2.63
C 0.27 1.71 2.55
H 2.03 -5.53 1.13
H 2.62 -4.99 3.37
C -3.59 4.16 -2.33
H -5.81 7.22 -3.48
C -6.25 -0.52 -0.31
H 4.73 -0.69 2.19
H 7.29 -6.38 0.52
H -3.75 3.20 -1.84
H -7.53 -0.24 -2.73
H -3.82 4.92 -1.59
O 0.36 -0.80 1.70
O -6.08 1.67 -1.41
C -0.55 3.09 2.90
H -1.71 3.00 2.89
H -3.49 7.60 -4.27
C 6.21 -4.56 0.41
N 2.08 -2.41 2.65
C 9.01 -4.00 -1.12
F 3.56 -2.97 4.62
H -3.72 8.27 -2.64
H 4.41 -2.43 1.50



Record 3
68
Properties=species:S:1:pos:R:3 method="wB97M-V/def2-TZVPD" e_above_lowest_ev=0.000 lumo_energy_ev=3.88 charge=-2 homo_energy_ha=-0.0382 max_force_ev_per_a=0.12
O -1.67 2.61 3.82
H 1.15 0.75 -3.87
C -0.19 -2.92 -2.21
H 0.06 -3.94 -2.54
H -0.22 1.84 -3.88
Se 2.90 -0.64 -1.98
C -2.63 -2.06 1.87
H -2.58 4.08 2.68
C -0.17 0.48 -5.56
C 4.30 -3.26 1.60
P -0.12 2.19 3.58
H 5.09 -3.99 1.56
C -0.21 -0.24 4.46
O 0.58 3.47 4.31
H 0.41 1.13 -6.22
C -2.49 -0.16 -3.33
N -0.40 -2.31 1.83
C 0.59 -3.11 1.99
H -4.43 -0.95 -2.71
H -1.23 0.60 -5.83
H -3.39 2.48 2.71
H -0.39 5.30 -2.25
N -1.61 -2.88 2.02
N 2.26 -1.38 1.70
C 3.52 -1.01 1.49
C -3.37 -1.06 -2.46
H 0.01 -0.83 5.34
H 2.50 2.85 4.81
H -1.94 2.71 1.74
H -2.61 -0.42 -4.39
H -3.11 -2.12 -2.61
C 2.99 -3.65 1.80
C -2.43 3.00 2.67
N -2.16 3.00 -1.04
C -1.36 3.54 -1.67
Rb 0.41 0.60 0.37
H -1.12 -2.96 -1.65
C -0.35 4.23 -2.46
H 0.40 -4.16 2.24
P -0.71 -0.25 -2.82
C -0.26 -1.95 -3.39
H -3.24 -0.83 -1.40
N -3.85 -2.70 2.02
H -3.79 -3.57 2.53
H 0.59 -2.60 -1.52
H -0.97 -2.30 -4.15
S -2.69 -0.38 1.52
H -0.52 4.06 -3.52
H -1.26 -0.37 4.17
H 0.11 -0.55 -5.79
C 0.09 0.81 -4.10
C 1.98 -2.69 1.83
Se 3.84 1.48 -2.32
H 0.73 -1.88 -3.85
H -4.61 -2.09 2.26
H 0.41 -0.57 3.63
H 0.64 3.87 -2.16
O 0.07 1.13 4.80
H 2.73 -4.70 1.91
Se 2.07 3.78 0.15
C 4.58 -1.91 1.44
H 2.29 3.40 3.11
C 2.00 3.56 4.15
Se 4.02 2.54 -0.23
H -2.79 0.88 -3.20
H 5.57 -1.55 1.24
H 2.29 4.58 4.43
H 3.69 0.05 1.34



Record 4
59
Properties=species:S:1:pos:R:3 method="wB97M-V/def2-TZVPD" e_above_lowest_ev=0.000 lumo_energy_ev="-8.39 / -12.89" multiplicity=3 charge=+3 homo_energy_ha="-0.6285 / -0.6323" max_force_ev_per_a=1.62
H -2.34 1.41 -3.22
C 0.93 -1.18 2.34
H 3.19 -2.18 0.49
C 2.62 0.87 1.08
H 4.60 1.47 -2.90
H 1.47 -3.61 4.66
C -3.01 2.87 -1.03
Au -0.37 0.40 -0.46
H -3.31 3.77 -1.58
C -0.90 -1.26 3.94
C -0.31 -0.69 2.82
H -3.38 1.97 -1.53
H -1.85 -0.87 4.31
C -0.76 2.78 -2.64
H -1.02 1.57 -4.40
C -1.25 1.52 -3.33
H -1.06 -1.01 -4.38
C 1.58 -2.21 3.03
C 0.96 -2.80 4.14
H 3.31 1.00 0.24
H 2.06 1.80 1.22
H 0.36 0.30 -3.04
H 2.65 -1.52 -1.09
C -1.26 -0.94 -3.30
H 0.72 2.20 2.67
C -2.79 0.68 2.23
H -0.70 2.15 3.73
H -3.29 1.44 1.61
H -0.79 -2.85 5.40
H 0.34 -2.27 -2.67
C 2.32 -1.85 -0.09
H 2.56 -2.54 2.69
H -3.33 -1.31 -1.60
H 5.34 1.60 -0.53
P -1.03 0.69 1.87
H 4.80 -0.39 -2.85
S -1.19 2.90 -0.88
H 1.62 -2.69 -0.21
C 4.85 0.57 -2.32
C 5.25 0.64 -1.04
H 0.33 2.87 -2.70
P 1.48 -0.50 0.74
S -1.20 -2.28 -0.83
C -0.29 -2.35 4.57
H -1.23 3.66 -3.10
C -0.75 -2.19 -2.59
H -3.37 -1.96 0.06
C -0.37 2.17 2.69
H -3.39 -3.09 -1.32
H -0.78 3.07 2.19
H -3.23 -0.30 2.01
H -2.96 0.92 3.29
H -1.21 -3.08 -3.04
H -2.34 -0.84 -3.17
C -3.00 -2.13 -0.96
H -3.40 2.91 -0.01
N -0.62 0.30 -2.76
H 3.18 0.64 1.99
H 5.54 -0.25 -0.48



Record 5
71
Properties=species:S:1:pos:R:3 method="wB97M-V/def2-TZVPD" lumo_energy_ev=-12.63 charge=+2 homo_energy_ha=-0.5482 max_force_ev_per_a=2.57
O -27.63 3.40 -19.11
O -28.90 5.30 -16.41
H -29.49 -0.36 -15.12
C -27.08 -1.45 -19.21
H -27.75 -1.00 -19.94
H -32.19 3.45 -21.27
O -28.79 7.54 -16.31
H -31.47 5.84 -13.71
H -28.66 7.10 -18.32
C -30.20 4.38 -19.13
H -31.95 -0.84 -18.83
H -36.37 -0.63 -12.74
C -36.01 -0.35 -13.73
H -30.68 -1.63 -15.29
C -33.02 -2.21 -17.52
C -31.83 -1.82 -18.35
H -32.15 2.83 -16.66
H -31.23 4.54 -19.45
O -33.69 -5.09 -15.77
H -29.17 -1.83 -14.28
O -27.98 2.77 -21.25
C -29.62 -1.44 -15.20
H -30.97 4.70 -15.00
H -27.10 7.43 -17.56
O -28.02 -0.04 -17.04
O -32.74 -3.25 -16.57
C -26.77 2.00 -21.33
H -33.12 3.60 -19.08
O -28.83 -1.99 -16.25
H -30.13 3.73 -18.26
C -31.54 2.00 -16.26
H -33.88 -0.01 -13.24
H -28.26 8.76 -17.84
O -30.06 6.55 -14.95
O -27.71 -2.01 -18.08
H -26.41 2.13 -22.35
Br -35.92 -1.95 -14.87
H -33.43 -1.44 -16.86
In -27.29 2.63 -16.28
H -34.89 -2.11 -18.62
C -34.73 0.48 -13.72
H -31.54 -2.42 -19.21
C -28.31 3.32 -20.12
H -31.96 1.72 -15.27
H -29.91 4.99 -13.59
Br -35.01 2.10 -12.70
H -26.55 -2.26 -19.70
C -28.15 7.71 -17.58
H -31.93 1.14 -16.87
O -29.51 3.87 -20.28
H -36.83 0.24 -14.14
H -31.01 -1.71 -17.63
C -34.19 -2.90 -18.35
H -32.94 1.93 -21.65
O -34.63 -3.90 -17.47
C -33.20 2.64 -19.57
C -33.68 -4.21 -16.55
O -30.24 2.06 -16.21
C -33.06 2.83 -21.06
C -28.17 -1.24 -17.12
C -30.63 5.44 -14.27
H -33.81 -3.24 -19.31
H -26.99 0.96 -21.10
H -26.30 -0.74 -18.92
H -34.45 0.71 -14.74
Br -35.02 2.04 -19.18
H -32.59 1.86 -19.13
H -25.97 2.45 -20.74
H -29.73 5.33 -18.92
Br -34.59 3.83 -21.85
C -29.16 6.36 -15.89



Record 6
65
Properties=species:S:1:pos:R:3 method="wB97M-V/def2-TZVPD" lumo_energy_ev=-3.77 charge=+1 homo_energy_ha=-0.4745 max_force_ev_per_a=3.37
H 2.00 4.22 -5.46
C -0.48 1.96 1.58
O -0.11 2.06 -3.29
H 0.01 -0.22 1.58
C -5.27 -4.35 -1.95
H 1.47 2.12 -0.90
H -5.51 -3.86 -1.01
H 1.36 -4.09 6.16
H 1.78 0.02 0.85
H -2.06 0.40 -4.01
H 3.85 -1.54 1.41
H -1.37 2.54 1.22
H -1.44 0.80 -0.69
C 0.36 -3.90 6.54
Cl 5.14 0.27 -0.23
H 3.00 -0.56 2.73
O -0.61 -4.08 5.50
O -1.41 -3.53 3.58
H -2.76 1.85 -3.23
C 2.94 3.36 0.16
H -0.48 2.07 2.68
H 1.44 4.16 -3.78
H 4.82 -0.57 2.57
C -1.36 -2.70 2.42
C -0.46 -3.25 4.47
H -0.42 -2.83 1.89
O -1.64 2.20 -4.95
H 2.59 0.27 -0.70
H 4.11 1.49 1.64
C -3.23 -3.26 -2.18
C -2.51 1.37 -4.18
O -2.86 -3.64 -1.10
H -3.42 1.24 -4.75
H -1.50 -1.65 2.70
O -0.63 0.44 -0.32
H 0.28 -2.90 6.96
C 1.53 3.59 -4.70
O 0.38 -2.40 4.36
C 1.99 4.54 0.58
O -4.41 -3.53 -2.74
H -1.71 0.20 1.39
C 3.86 0.60 1.03
C -1.25 -2.14 -2.54
H -6.19 -4.50 -2.51
H -0.63 -3.02 -2.38
O -2.54 -2.50 -3.02
C 1.93 2.16 0.12
H 3.71 3.39 0.96
H 2.14 2.70 -4.55
C 3.86 -0.62 2.03
N 0.80 3.94 1.23
H -4.81 -5.32 -1.76
C 0.76 2.66 0.98
C -0.47 2.46 -4.37
H 2.44 5.43 1.04
H 3.42 3.44 -0.83
C -0.68 0.49 1.09
H 0.13 -4.63 7.31
H -0.77 -1.51 -3.29
H -2.17 -3.00 1.76
H 0.13 4.46 1.78
H 1.58 4.85 -0.42
H -1.33 -1.56 -1.62
O 0.23 3.23 -5.19
C 2.47 0.70 0.32